The following is a quantum chemistry calculation of a 11-piece molecular cluster, C27H76N6O11 overall at a distorted geometry, from OMol25.

Calculated values
SMILES ... NC(N)=O.NC(N)=O.NC(N)=O.CC(C)O.CC(C)O.CC(C)O.CC(C)O.CC(C)O.CC(C)O.CC(C)O.CC(C)O
Calculated total energy ... -2230.19705 Ha
Energy above the lowest of the compared OMol25 structures with the same formula, charge and spin ... 1101.1 kJ/mol
Multiplicity ... 1
HOMO-LUMO gap ... 8.4 eV

Each line ends with the Mulliken charge.
Positions of all 120 atoms, in Å:
N1 1.56 -3.78 -1.27  0.38
C1 2.50 -4.72 -1.39  0.64
N2 2.52 -5.64 -0.47  -0.28
O1 3.39 -4.77 -2.44  -0.77
H1 1.77 -2.84 -1.70  -0.40
H2 0.82 -3.74 -0.55  0.12
H3 3.24 -6.35 -0.75  0.30
H4 1.76 -6.10 0.02  0.22
N3 2.70 -1.86 -2.80  -0.27
C2 3.75 -1.29 -2.19  0.23
N4 3.66 -0.01 -2.26  -0.19
O2 4.71 -2.01 -1.61  -0.73
H5 2.86 -2.88 -2.97  0.54
H6 1.91 -1.38 -3.28  0.02
H7 4.26 0.62 -1.66  0.23
H8 2.76 0.43 -2.60  0.48
N5 -2.86 3.33 -1.20  0.16
C3 -4.08 3.47 -1.58  0.32
N6 -4.84 2.42 -1.42  -0.11
O3 -4.61 4.64 -2.00  -0.81
H9 -2.34 4.23 -1.33  0.21
H10 -2.35 2.50 -0.99  -0.13
H11 -5.76 2.44 -1.92  0.24
H12 -4.48 1.60 -1.11  0.00
C4 -5.20 -1.07 0.73  -0.63
C5 -5.40 0.23 1.50  0.40
C6 -5.19 0.05 2.96  -1.57
O4 -4.64 1.18 1.21  -0.56
H13 -5.95 -1.89 0.90  0.45
H14 -4.16 -1.42 0.85  -0.36
H15 -5.28 -0.81 -0.38  0.27
H16 -6.41 0.57 1.24  0.36
H17 -4.23 -0.38 3.23  0.26
H18 -5.86 -0.71 3.32  0.47
H19 -5.28 0.92 3.52  0.46
H20 -5.04 2.09 1.30  0.36
C7 2.97 1.73 0.52  -0.04
C8 4.48 1.62 0.49  -1.06
C9 5.01 0.20 0.83  -0.50
O5 4.92 1.95 -0.63  -0.55
H21 2.46 0.97 -0.07  -0.36
H22 2.63 2.65 0.19  0.54
H23 2.53 1.65 1.50  0.66
H24 4.95 2.32 1.18  0.56
H25 6.05 0.05 0.73  0.37
H26 4.48 -0.55 0.25  -0.29
H27 4.62 -0.04 1.81  0.23
H28 5.21 2.86 -0.63  0.40
C10 -1.75 -1.02 2.83  -1.29
C11 -1.63 0.47 2.57  1.01
C12 -0.21 0.96 2.72  -0.27
O6 -2.02 0.82 1.44  -0.32
H29 -0.95 -1.52 2.35  -0.24
H30 -2.70 -1.49 2.53  0.14
H31 -1.72 -1.19 3.88  0.57
H32 -2.29 1.04 3.24  0.49
H33 0.48 0.74 1.91  -0.65
H34 0.33 0.57 3.56  0.57
H35 -0.23 2.06 2.87  -0.06
H36 -2.98 0.91 1.48  -0.23
C13 -0.35 -0.91 -1.33  1.03
C14 -1.20 0.26 -1.70  -0.65
C15 -2.70 -0.06 -1.80  -2.54
O7 -0.97 1.24 -0.96  2.27
H37 -0.33 -1.74 -2.09  0.42
H38 -0.66 -1.32 -0.40  -0.37
H39 0.69 -0.58 -1.08  -0.41
H40 -0.88 0.41 -2.71  1.17
H41 -3.12 -0.12 -0.80  0.01
H42 -2.89 -1.03 -2.29  0.55
H43 -3.30 0.76 -2.32  0.56
H44 -1.05 0.94 -0.05  -1.12
C16 1.99 -1.57 1.25  2.67
C17 2.30 -2.73 2.12  -0.82
C18 3.73 -2.56 2.67  -1.43
O8 1.59 -2.78 3.16  -0.56
H45 2.50 -1.64 0.35  -0.49
H46 2.22 -0.65 1.79  0.30
H47 0.94 -1.60 1.01  -1.88
H48 2.25 -3.64 1.61  0.59
H49 3.95 -3.41 3.30  0.43
H50 3.81 -1.62 3.29  0.34
H51 4.47 -2.42 1.85  0.27
H52 1.71 -2.00 3.73  0.50
C19 0.14 4.04 0.91  -0.65
C20 0.64 4.81 2.07  0.59
C21 2.06 5.20 1.87  -1.47
O9 0.08 5.87 2.34  -0.55
H53 0.33 4.60 -0.01  0.67
H54 -0.94 3.90 0.90  0.20
H55 0.67 3.10 0.94  -0.49
H56 0.50 4.23 2.96  0.20
H57 2.65 4.36 1.67  0.10
H58 2.48 5.67 2.74  0.54
H59 2.10 5.92 1.07  0.37
H60 0.40 6.22 3.12  0.41
C22 -2.85 -3.59 -0.39  -1.29
C23 -1.67 -4.42 -0.13  0.38
C24 -1.27 -5.21 -1.35  -1.65
O10 -0.63 -3.82 0.29  -0.39
H61 -3.54 -4.21 -0.87  0.68
H62 -2.75 -2.70 -1.05  -0.03
H63 -3.24 -3.32 0.60  0.23
H64 -1.98 -5.14 0.62  0.45
H65 -0.91 -4.58 -2.14  0.31
H66 -2.17 -5.69 -1.68  0.53
H67 -0.49 -5.86 -1.00  0.32
H68 -0.64 -3.93 1.24  0.17
C25 -0.01 2.34 -4.45  -1.28
C26 1.35 2.07 -3.71  0.37
C27 1.69 3.13 -2.67  -0.70
O11 1.39 0.94 -3.15  -0.46
H69 -0.05 3.31 -4.95  0.43
H70 -0.78 2.33 -3.63  0.14
H71 -0.29 1.48 -5.04  0.38
H72 2.11 2.09 -4.48  0.50
H73 1.56 4.12 -3.07  0.59
H74 2.69 2.97 -2.34  0.21
H75 1.12 2.88 -1.78  -0.29
H76 0.77 0.88 -2.45  -0.36